[1]
This record from OMol25 describes a structure of composition C4H6N2 at a distorted geometry. The level of theory is the ωB97M-V functional and the def2-TZVPD basis.

For the electronic energy, the calculation gives -7220.2844 eV. The spin multiplicity is 1. Its energy above the lowest of the compared OMol25 structures with the same formula, charge and spin is 5.307 eV.

Last column: natural (NBO) charge in e.
Geometry (Å):
C (-0.8946, -1.2042, -0.9883)  -0.63
N (1.3254, 1.5032, 0.1005)  -0.45
C (-0.3018, -0.2214, -0.0412)  -0.19
C (1.1176, 0.1788, 0.1726)  0.23
C (-0.7571, 0.6635, 0.8649)  0.01
N (0.3367, 1.3641, 1.3872)  -0.39
H (2.2307, 1.7631, 0.4934)  0.37
H (1.8920, -0.5183, 0.5003)  0.20
H (-1.7597, 0.8704, 1.2267)  0.20
H (-0.3809, -2.1706, -0.9495)  0.21
H (-1.9444, -1.3755, -0.7410)  0.23
H (-0.8639, -0.8531, -2.0257)  0.22

Cartesian forces, eV/Å:
C -0.0735 0.0689 -0.1408
N -0.3710 0.3619 -0.5623
C -0.6094 0.3234 0.0824
C -0.0842 0.4520 1.3818
C -0.3528 -0.8502 -0.8437
N 1.4760 -0.4354 -0.1301
H -0.1215 -0.0957 0.0667
H -0.0301 0.0928 0.0565
H 0.0729 0.0395 -0.0146
H -0.0313 0.0953 0.0197
H 0.0745 0.0068 0.0198
H 0.0505 -0.0593 0.0647


[2]
This record from OMol25 describes the molecule C4H6N2 at a distorted geometry. The level of theory is the ωB97M-V functional and the def2-TZVPD basis.

For the electronic energy, the calculation gives -7222.4788 eV. The spin multiplicity is 1. Its energy above the lowest of the compared OMol25 structures with the same formula, charge and spin is 3.112 eV. The SMILES is [H]/N=C(\C#C)NC.

Last column: natural (NBO) charge in e.
Geometry (Å):
C (1.5840, -0.8142, 0.0583)  -0.43
C (-0.3284, 0.8008, -0.0147)  0.36
C (-1.3601, -0.2417, 0.0442)  -0.10
C (-2.3907, -0.8726, -0.0997)  -0.19
H (2.7130, -0.7581, 0.0765)  0.21
H (1.4590, -1.2732, -0.9231)  0.20
H (1.2131, -1.3722, 0.9746)  0.22
H (1.6028, 1.4431, -0.3256)  0.43
H (-1.6591, 2.1436, 0.1857)  0.34
H (-3.1748, -1.6667, 0.0556)  0.26
N (1.0363, 0.5515, -0.0647)  -0.62
N (-0.6950, 2.0597, 0.0329)  -0.68

Cartesian forces, eV/Å:
C 1.4064 0.8520 -0.4067
C 0.1304 2.4095 0.5685
C -0.3818 -0.1698 -0.6486
C 0.1574 -1.2793 1.1292
H -1.1808 0.2002 0.5719
H -0.6135 -0.8874 0.4079
H 0.2989 0.6558 -1.4194
H -1.3426 -2.5525 0.9008
H -1.6773 0.0466 -0.0609
H 1.2125 1.5988 -0.5683
N -0.1167 0.9516 -0.2141
N 2.1071 -1.8255 -0.2603


[3]
This record from OMol25 describes a cluster of 2 separate species, C4H6N2 in total at a distorted geometry. The level of theory is the ωB97M-V functional and the def2-TZVPD basis.

For the electronic energy, the calculation gives -7222.5144 eV. The spin multiplicity is 1. Its energy above the lowest of the compared OMol25 structures with the same formula, charge and spin is 3.077 eV.

Last column: natural (NBO) charge in e.
Geometry (Å):
N (0.4095, 0.5152, 1.3529)  -0.64
C (0.4520, 0.4890, 0.0909)  0.34
C (0.3662, -0.3713, -1.0832)  -0.48
C (0.5880, 1.1532, -1.2089)  -0.49
C (-2.3462, -2.1025, 1.2675)  0.25
N (-1.3833, -1.6064, 1.7201)  -0.75
H (0.5480, 1.4662, 1.6999)  0.36
H (-0.5912, -0.9881, 1.8952)  0.46
H (-0.6049, -0.7668, -1.3704)  0.25
H (1.2084, -1.0222, -1.3049)  0.24
H (1.5718, 1.5069, -1.5049)  0.24
H (-0.2485, 1.7432, -1.5777)  0.24

Cartesian forces, eV/Å:
N 0.1371 0.1799 -0.4689
C -0.0744 -0.0922 0.1952
C -0.0289 -0.1874 0.0162
C 0.0471 0.2005 0.0247
C 1.0198 0.4105 0.5688
N -1.1663 -0.5799 -0.6059
H -0.0488 -0.1084 0.0289
H 0.0769 0.1351 0.0136
H 0.1330 0.0677 0.0653
H -0.1207 0.0916 0.0566
H -0.1329 -0.0562 -0.0012
H 0.1580 -0.0612 0.1067


[4]
This record from OMol25 describes the molecule C4H6N2 at a distorted geometry. The level of theory is the ωB97M-V functional and the def2-TZVPD basis.

For the electronic energy, the calculation gives -7223.5842 eV. The spin multiplicity is 1. Its energy above the lowest of the compared OMol25 structures with the same formula, charge and spin is 2.007 eV. The SMILES is N#CCN1CC1.

Last column: natural (NBO) charge in e.
Geometry (Å):
N (-0.6524, 1.1472, -3.0453)  -0.31
C (-0.2625, 1.0941, -1.9586)  0.28
C (0.1824, 0.9875, -0.5575)  -0.32
N (-0.5526, -0.0965, 0.0687)  -0.39
C (-0.2813, -0.4338, 1.4502)  -0.26
C (0.1587, -1.3265, 0.3475)  -0.25
H (1.2779, 0.8596, -0.5374)  0.21
H (-0.0457, 1.9322, -0.0528)  0.24
H (-1.1692, -0.6760, 2.0288)  0.21
H (0.4909, 0.1077, 1.9974)  0.19
H (1.2310, -1.3539, 0.1463)  0.19
H (-0.3773, -2.2416, 0.1128)  0.21

Cartesian forces, eV/Å:
N 0.4590 -0.0012 1.0204
C -0.3082 0.0265 -0.9374
C 0.0489 0.0697 0.0715
N -0.0923 0.0799 -0.1024
C 0.0031 0.0564 0.2438
C 0.1000 -0.2540 -0.0834
H -0.1706 -0.0098 0.0161
H -0.0324 -0.1163 -0.0778
H 0.1813 0.0313 -0.0439
H -0.0795 -0.0368 -0.1751
H -0.1912 0.0376 -0.0227
H 0.0819 0.1167 0.0909


[5]
This record from OMol25 describes the molecule C4H6N2 at a distorted geometry. The level of theory is the ωB97M-V functional and the def2-TZVPD basis.

For the electronic energy, the calculation gives -7220.4494 eV. The spin multiplicity is 1. Its energy above the lowest of the compared OMol25 structures with the same formula, charge and spin is 5.142 eV. The SMILES is [H]/N=C(\N)C#CC.

Last column: natural (NBO) charge in e.
Geometry (Å):
C (-0.9305, -1.9939, 1.3387)  -0.71
C (-0.6852, -0.5560, 0.8678)  0.01
C (-0.3658, 0.3543, 0.0859)  -0.11
C (0.3271, 1.0922, -1.0457)  0.42
H (-1.4166, -1.9361, 2.3748)  0.24
H (-1.5561, -2.5448, 0.5077)  0.25
H (-0.1044, -2.7884, 1.6422)  0.25
H (1.4883, 2.5846, -0.8748)  0.34
H (1.7485, 1.4661, 0.4840)  0.41
H (0.4070, 1.5236, -2.9867)  0.37
N (0.8786, 1.9880, -0.1478)  -0.80
N (0.2092, 0.8104, -2.2461)  -0.67

Cartesian forces, eV/Å:
C -0.8519 -0.8432 0.9778
C 1.8369 0.0006 -2.2127
C -1.4750 -4.9448 0.1918
C -2.2620 -2.2716 4.7534
H -0.1813 -0.2325 -1.7167
H 0.8719 1.1830 1.9697
H -0.6764 2.3889 -1.2387
H -1.0157 -0.4524 2.3698
H -3.5588 1.6578 -2.2902
H 0.6583 -0.8006 1.1656
N 7.3952 3.0967 -2.0733
N -0.7414 1.2182 -1.8965


[6]
This record from OMol25 describes a structure of composition C4H6N2 at a distorted geometry. The level of theory is the ωB97M-V functional and the def2-TZVPD basis.

For the electronic energy, the calculation gives -7221.1314 eV. The spin multiplicity is 1. Its energy above the lowest of the compared OMol25 structures with the same formula, charge and spin is 4.460 eV.

Last column: natural (NBO) charge in e.
Geometry (Å):
C (-0.5519, 1.6267, 0.3565)  -0.68
C (-0.1264, 0.2634, 0.2490)  0.16
C (0.6108, -0.1740, -0.8989)  -0.06
N (1.1653, -1.3974, -0.8099)  -0.25
C (0.0121, -1.7025, 0.0852)  -0.17
N (-0.6393, -0.7222, 0.9151)  -0.35
H (0.2552, 2.4287, 0.5447)  0.23
H (-1.0350, 2.0587, -0.5686)  0.25
H (-1.1659, 1.4416, 1.2469)  0.25
H (1.2850, 0.7071, -1.2172)  0.16
H (-0.5546, -2.3404, -0.6119)  0.23
H (0.7448, -2.1895, 0.7092)  0.22

Cartesian forces, eV/Å:
C 0.3766 3.0723 1.0539
C -1.9155 -0.3734 -1.8634
C 7.7421 2.4356 -0.3337
N -5.2478 5.0759 -1.3666
C 1.8066 -6.1195 2.1529
N 1.3451 0.1858 -2.5492
H -0.9296 -1.4977 0.1223
H -0.0405 -0.9796 1.0889
H -0.6072 1.6450 -0.2163
H -1.0188 -1.2178 -0.9394
H -0.5085 -0.3411 1.2725
H -1.0025 -1.8854 1.5781


[7]
This record from OMol25 describes the molecule C4H6N2. The level of theory is the ωB97M-V functional and the def2-TZVPD basis.

For the electronic energy, the calculation gives -7221.6425 eV. The spin multiplicity is 1. Its energy above the lowest of the compared OMol25 structures with the same formula, charge and spin is 3.948 eV.

Last column: natural (NBO) charge in e.
Geometry (Å):
C (-1.6339, -0.3750, -0.2213)  -0.61
C (-0.1894, -0.2080, 0.1739)  -0.21
C (0.9139, -1.1255, -0.1404)  -0.13
C (1.9866, -0.1761, -0.1593)  -0.20
N (1.6381, 1.1066, -0.0219)  -0.12
N (0.3417, 1.1193, 0.1579)  -0.34
H (-2.2900, 0.2573, 0.3841)  0.21
H (-1.7662, -0.1077, -1.2707)  0.22
H (-1.9239, -1.4201, -0.0963)  0.24
H (0.0139, -0.6759, 1.1949)  0.31
H (3.0313, -0.3957, -0.3331)  0.21
H (-0.1220, 2.0008, 0.3322)  0.41

Cartesian forces, eV/Å:
C -0.0817 -0.0633 0.0134
C -0.0017 -0.0164 -0.0913
C 0.0465 0.4647 -0.2016
C 0.1538 -0.0326 -0.0292
N -0.2336 -0.4590 0.0702
N 0.0356 0.0038 0.0475
H 0.0311 -0.0956 -0.0581
H 0.0153 -0.0263 0.0508
H 0.0338 0.1646 0.0101
H 0.0107 0.2219 0.1848
H -0.0715 0.0470 0.0422
H 0.0617 -0.2089 -0.0389


[8]
This record from OMol25 describes the molecule C4H6N2 at a distorted geometry. The level of theory is the ωB97M-V functional and the def2-TZVPD basis.

For the electronic energy, the calculation gives -7224.0810 eV. The spin multiplicity is 1. Its energy above the lowest of the compared OMol25 structures with the same formula, charge and spin is 1.510 eV. The SMILES is C[C@H]1N[C@H]1C#N.

Last column: natural (NBO) charge in e.
Geometry (Å):
C (-1.1148, 0.8827, -0.5144)  -0.64
C (-0.6537, -0.4684, -0.0290)  -0.04
N (0.1569, -1.3432, -0.8611)  -0.54
C (0.7728, -0.7297, 0.3192)  -0.21
C (1.7520, 0.3269, 0.1609)  0.26
N (2.5503, 1.1561, 0.0382)  -0.31
H (-0.4411, 1.2837, -1.2772)  0.22
H (-2.1145, 0.8065, -0.9498)  0.22
H (-1.1578, 1.6034, 0.3072)  0.23
H (-1.3814, -1.0144, 0.5689)  0.21
H (0.4574, -0.8589, -1.7049)  0.36
H (1.0124, -1.4268, 1.1169)  0.24

Cartesian forces, eV/Å:
C 0.0283 0.0208 -0.0474
C -0.1689 0.0968 0.1275
N 0.0221 -0.0301 -0.2549
C 0.1241 -0.0036 0.2088
C 0.6207 0.6623 -0.1475
N -0.7776 -0.7548 0.0985
H -0.0140 -0.0301 0.1074
H 0.1126 -0.0121 0.0174
H -0.0064 -0.1015 -0.0600
H 0.1196 0.0728 -0.0591
H -0.0412 -0.0260 0.0962
H -0.0193 0.1055 -0.0870